# 1
97
Properties=species:S:1:pos:R:3:forces:R:3:lowdin_charge:R:1 method="wB97M-V/def2-TZVPD" multiplicity=1 lumo_energy_ha=-0.090 charge=+1
Ag -0.105 0.013 0.123 -0.232 -0.011 0.131 0.695
N 3.942 0.022 1.910 -0.310 0.002 0.394 0.130
C 4.967 0.010 0.952 0.429 -0.038 -0.455 -0.238
C 6.289 0.090 1.359 -0.099 -0.037 -0.073 -0.026
C 7.314 0.085 0.422 -0.051 0.009 0.028 -0.072
C 7.024 -0.005 -0.924 -0.026 0.008 -0.110 -0.078
C 5.702 -0.107 -1.342 -0.031 0.016 0.226 -0.098
C 4.687 -0.092 -0.409 -0.654 -0.106 0.196 -0.433
S 2.980 -0.255 -0.942 0.733 0.256 -0.466 0.956
N 2.126 -0.412 0.481 0.171 -0.079 0.734 -0.361
C 2.630 -0.266 1.657 0.210 -0.017 -1.051 -0.350
C 1.716 -0.439 2.801 -0.537 -0.107 0.985 -0.197
C 2.169 -0.571 4.116 -0.030 0.003 -0.370 -0.020
C 1.252 -0.741 5.141 -0.196 -0.018 -0.115 -0.046
C -0.095 -0.796 4.829 0.219 0.000 -0.008 -0.034
C -0.458 -0.673 3.493 -0.072 0.009 0.164 -0.112
N 0.409 -0.490 2.513 0.315 -0.032 0.030 0.073
H 4.252 0.125 2.865 -0.140 0.021 -0.118 0.067
H 6.520 0.154 2.412 0.015 0.000 0.098 0.075
H 8.337 0.143 0.757 0.102 0.029 0.022 0.109
H 7.814 -0.003 -1.656 0.129 -0.018 -0.089 0.107
H 5.455 -0.198 -2.388 0.025 -0.019 -0.181 0.108
H 3.218 -0.562 4.357 0.166 -0.006 0.008 0.097
H 1.594 -0.838 6.162 -0.002 -0.023 0.025 0.119
H -0.840 -0.944 5.596 -0.082 0.010 0.002 0.110
H -1.498 -0.725 3.198 -0.082 0.014 -0.001 0.100
Cl 5.534 1.597 4.582 0.158 -0.131 0.167 0.741
C 4.404 2.826 4.134 -0.392 0.339 -0.045 -0.644
C 3.079 2.704 4.522 0.130 -0.085 0.020 -0.096
C 2.176 3.678 4.139 0.124 0.057 -0.061 -0.004
C 2.567 4.787 3.399 -0.028 0.182 0.166 -0.175
C 1.519 5.797 2.988 -0.137 -0.204 -0.328 -0.296
C 1.254 5.682 1.460 0.251 0.561 0.454 -0.053
N 0.549 4.463 1.187 -0.035 -0.311 -0.169 -0.052
C -0.774 4.232 1.436 -0.455 -0.198 0.128 -0.044
C -0.981 2.904 1.216 -0.073 0.206 0.305 -0.145
N 0.190 2.320 0.839 0.224 -0.290 -0.090 0.025
C 1.087 3.276 0.841 0.082 -0.288 -0.121 -0.145
O 1.876 7.117 3.326 0.233 -0.015 -0.219 -0.112
C 0.881 7.843 4.030 -0.171 0.077 0.292 -0.139
C -0.446 7.878 3.326 -0.014 -0.362 0.284 -0.328
C -1.508 7.069 3.617 -0.253 0.229 -0.230 -0.971
Cl -1.620 5.908 4.880 -0.035 0.004 -0.036 0.686
S -2.860 7.332 2.562 0.456 0.105 0.270 0.992
C -1.983 8.553 1.725 -0.118 -0.219 0.067 -0.390
C -0.738 8.730 2.228 -0.132 -0.010 -0.033 -0.137
C 3.911 4.898 3.043 -0.181 -0.387 0.281 -0.578
Cl 4.464 6.250 2.139 0.313 0.206 -0.200 0.794
C 4.832 3.922 3.404 -0.015 -0.006 -0.047 -0.106
H 2.760 1.869 5.126 0.001 -0.042 -0.003 0.093
H 1.140 3.573 4.426 -0.143 0.034 0.044 0.123
H 0.588 5.525 3.497 0.136 -0.064 -0.087 0.094
H 2.200 5.688 0.915 -0.208 0.038 0.000 0.107
H 0.654 6.543 1.151 0.038 -0.141 -0.066 0.135
H -1.450 5.006 1.731 -0.105 0.285 0.072 0.088
H -1.885 2.326 1.326 0.001 0.161 0.052 0.080
H 2.122 3.140 0.597 0.263 0.097 -0.068 0.139
H 1.288 8.852 4.110 -0.074 -0.056 0.084 0.140
H 0.748 7.433 5.040 0.078 0.049 -0.122 0.123
H -2.452 9.077 0.917 -0.094 0.140 -0.206 0.068
H -0.035 9.454 1.860 0.132 0.182 -0.152 0.123
H 5.867 4.025 3.122 0.103 0.010 -0.049 0.110
O -2.251 -0.173 -0.513 1.194 -0.913 0.473 -0.538
As -3.276 1.047 -0.845 -1.340 1.192 -0.793 1.179
C -2.363 2.633 -1.510 -0.170 -0.294 -0.010 -0.322
C -1.137 2.411 -2.121 0.034 -0.467 -0.001 -0.121
C -0.375 3.477 -2.566 0.021 0.058 0.004 -0.066
C -0.853 4.770 -2.431 0.046 -0.053 0.006 -0.067
C -2.101 4.990 -1.871 -0.129 0.101 0.032 -0.074
C -2.856 3.927 -1.402 -0.155 -0.125 0.023 -0.093
C -4.344 1.434 0.730 0.146 -0.079 -0.185 -0.304
C -5.294 2.446 0.776 0.069 0.043 -0.241 -0.092
C -5.964 2.706 1.960 -0.057 0.086 -0.028 -0.068
C -5.723 1.931 3.083 -0.011 -0.010 -0.020 -0.068
C -4.835 0.871 3.016 -0.015 -0.002 0.091 -0.069
C -4.138 0.631 1.845 0.337 -0.209 -0.214 -0.110
C -4.458 0.439 -2.241 0.171 0.101 0.254 -0.294
C -5.242 -0.670 -1.950 0.058 -0.043 0.290 -0.093
C -6.032 -1.232 -2.937 -0.010 -0.035 0.085 -0.068
C -6.036 -0.683 -4.210 0.022 0.022 -0.050 -0.069
C -5.241 0.414 -4.502 0.008 0.023 -0.048 -0.072
C -4.445 0.978 -3.518 0.140 0.252 0.056 -0.089
H -0.774 1.389 -2.236 0.010 0.214 0.041 0.094
H 0.590 3.298 -3.013 0.117 -0.040 -0.077 0.111
H -0.254 5.605 -2.767 -0.003 0.047 -0.051 0.109
H -2.489 5.997 -1.805 -0.028 0.040 0.072 0.108
H -3.817 4.109 -0.941 -0.006 0.082 0.017 0.091
H -5.521 3.012 -0.118 -0.044 0.108 0.052 0.101
H -6.682 3.511 2.008 -0.075 0.058 -0.033 0.110
H -6.242 2.145 4.005 -0.075 -0.010 0.068 0.110
H -4.691 0.232 3.874 0.058 -0.036 0.066 0.107
H -3.429 -0.187 1.763 -0.013 0.036 0.075 0.089
H -5.204 -1.088 -0.947 -0.134 -0.069 -0.150 0.110
H -6.633 -2.102 -2.717 -0.063 -0.038 0.019 0.109
H -6.654 -1.116 -4.981 -0.040 -0.048 -0.057 0.109
H -5.230 0.826 -5.500 -0.027 0.042 -0.078 0.108
H -3.812 1.832 -3.738 -0.065 -0.052 -0.047 0.102

***

# 2
88
Properties=species:S:1:pos:R:3:forces:R:3:lowdin_charge:R:1 method="wB97M-V/def2-TZVPD" multiplicity=4 lumo_energy_ha="-0.173 / -0.357" charge=+2 relative_energy_ev=1.094
C -0.847 1.831 -0.413 -0.278 0.496 -0.133 -0.047
C 0.294 0.875 -0.367 0.306 -0.077 -0.124 -0.433
C 0.061 -0.422 -0.248 0.046 -0.227 0.154 0.067
C 1.684 1.389 -0.516 -0.060 0.442 0.375 -0.186
Ge 2.231 1.522 -2.426 -0.006 -1.047 0.175 1.053
C 0.787 0.895 -3.545 0.339 0.368 0.271 -0.285
C -0.163 1.784 -3.998 -0.236 0.233 -0.170 -0.110
C -1.217 1.333 -4.768 -0.224 0.202 -0.017 -0.067
C -1.316 -0.009 -5.082 -0.168 -0.030 -0.102 -0.064
C -0.364 -0.899 -4.624 0.013 -0.247 0.035 -0.058
C 0.685 -0.444 -3.848 0.103 -0.347 -0.001 -0.105
C 2.642 3.354 -2.901 -1.073 -1.388 0.981 -0.202
C 3.566 3.620 -3.888 1.738 1.179 -1.531 -0.011
C 3.854 4.927 -4.232 0.455 -1.013 -0.665 -0.005
C 3.212 5.966 -3.588 0.792 0.501 -0.787 0.024
C 2.277 5.698 -2.608 -1.537 -0.890 1.501 0.004
C 1.990 4.390 -2.269 -0.341 1.850 0.556 -0.055
C 3.798 0.430 -2.746 -0.683 0.730 0.078 -0.296
C 4.003 -0.152 -3.978 0.132 -0.190 -0.458 -0.117
C 5.118 -0.939 -4.194 -0.081 -0.071 -0.311 -0.057
C 6.031 -1.133 -3.175 0.171 -0.127 0.002 -0.059
C 5.835 -0.532 -1.948 0.117 0.009 0.318 -0.064
C 4.718 0.254 -1.736 0.363 -0.045 0.311 -0.105
H -0.503 2.862 -0.511 -0.095 0.052 0.048 0.069
H -1.499 1.617 -1.262 -0.009 0.034 -0.002 0.088
H -1.448 1.764 0.495 -0.002 0.053 0.027 0.078
H 0.862 -1.134 -0.249 0.303 -0.333 0.046 0.072
H -0.937 -0.794 -0.125 -0.270 -0.197 -0.054 0.051
H 1.786 2.374 -0.057 -0.001 0.048 0.041 0.076
H 2.386 0.731 -0.003 0.103 -0.062 -0.222 0.072
H -0.075 2.826 -3.742 -0.122 0.316 -0.062 0.095
H -1.964 2.026 -5.119 -0.111 0.113 -0.081 0.111
H -2.140 -0.363 -5.680 -0.098 -0.039 -0.116 0.112
H -0.440 -1.945 -4.868 -0.011 -0.159 -0.026 0.113
H 1.427 -1.129 -3.474 0.121 -0.262 -0.005 0.105
H 4.059 2.801 -4.384 0.223 -0.120 -0.110 0.120
H 4.579 5.135 -5.002 0.063 0.028 -0.111 0.129
H 3.440 6.986 -3.850 0.077 0.162 -0.019 0.137
H 1.773 6.508 -2.106 -0.104 0.133 0.022 0.130
H 1.256 4.171 -1.511 -0.123 0.089 0.211 0.098
H 3.287 0.010 -4.766 -0.106 -0.074 -0.262 0.103
H 5.273 -1.403 -5.154 0.028 -0.063 -0.140 0.114
H 6.897 -1.754 -3.339 0.125 -0.068 -0.027 0.115
H 6.551 -0.676 -1.155 0.120 -0.022 0.108 0.111
H 4.562 0.736 -0.786 0.092 0.035 0.298 0.095
O -5.017 2.486 0.665 0.097 -0.501 0.512 0.188
C -5.060 1.591 1.369 -0.575 0.777 -1.114 -0.120
Cr -5.114 0.148 2.552 0.692 0.565 -0.687 0.240
C -3.849 -0.787 1.497 1.388 -1.281 -1.412 -0.055
O -3.083 -1.344 0.862 -0.962 0.681 0.807 0.201
C -6.534 -0.689 1.666 -1.980 -0.779 -1.647 -0.088
O -7.406 -1.209 1.147 1.044 0.526 0.673 0.218
C -6.273 1.087 4.128 -0.292 0.248 0.224 -0.082
C -5.014 1.731 4.032 0.329 -0.107 0.445 -0.089
C -3.819 0.978 4.071 -0.126 0.363 0.803 -0.041
C -3.861 -0.448 4.221 -0.325 0.167 0.254 -0.273
C -2.672 -1.209 4.168 1.470 -1.002 -0.274 0.068
C -1.650 -1.834 3.863 -2.489 1.608 0.468 0.033
C -0.566 -2.420 3.268 0.771 -0.426 -0.281 -0.097
C -0.812 -3.601 2.464 -0.225 -0.405 -0.121 -0.153
C -2.070 -4.228 2.508 0.160 0.238 0.065 -0.027
C -2.337 -5.346 1.757 -0.217 -0.007 0.035 -0.063
C -1.369 -5.872 0.925 -0.094 -0.278 -0.247 -0.061
C -0.129 -5.270 0.846 0.084 -0.165 -0.215 -0.061
C 0.140 -4.164 1.605 1.911 1.220 -0.012 -0.012
C 0.712 -1.756 3.427 0.386 0.335 0.101 -0.152
C 0.845 -0.712 4.360 -0.224 -0.231 -0.145 -0.017
C 2.039 -0.055 4.527 -0.039 0.184 0.131 -0.066
C 3.137 -0.402 3.764 0.292 0.246 0.005 -0.070
C 3.036 -1.414 2.832 0.254 0.063 -0.092 -0.072
C 1.850 -2.079 2.676 -0.431 -1.638 -1.470 -0.022
C -5.144 -1.083 4.310 -0.284 -0.292 0.648 -0.037
C -6.334 -0.319 4.293 0.572 -0.062 0.686 -0.086
H -7.192 1.675 4.089 0.369 -0.219 -0.054 0.150
H -4.968 2.812 3.876 -0.024 -0.387 0.117 0.151
H -2.850 1.475 3.982 -0.384 -0.197 -0.085 0.155
H -2.835 -3.814 3.141 -0.178 0.004 0.196 0.103
H -3.309 -5.807 1.812 -0.142 -0.095 0.027 0.111
H -1.588 -6.739 0.326 -0.020 -0.177 -0.084 0.112
H 0.623 -5.661 0.182 0.139 -0.100 -0.085 0.113
H 1.186 -3.606 1.566 -4.737 -4.536 -1.646 0.071
H -0.006 -0.435 4.955 -0.148 0.067 0.201 0.106
H 2.116 0.736 5.254 0.018 0.112 0.138 0.111
H 4.068 0.125 3.891 0.193 0.072 0.056 0.109
H 3.883 -1.679 2.223 0.188 -0.091 -0.079 0.109
H 1.713 -2.960 1.895 3.069 5.030 3.208 0.071
H -5.190 -2.171 4.362 0.018 0.371 0.134 0.155
H -7.304 -0.815 4.388 0.361 0.124 -0.209 0.154

***

# 3
96
Properties=species:S:1:pos:R:3:forces:R:3:lowdin_charge:R:1 method="wB97M-V/def2-TZVPD" multiplicity=2 lumo_energy_ha="-0.104 / -0.104" charge=+1 relative_energy_ev=0.000
Co 0.870 1.049 0.743 0.369 0.063 -0.008 0.218
Se -0.515 -4.146 -3.169 0.026 -0.012 -0.128 0.410
P -1.788 -2.478 -3.095 0.006 0.056 -0.122 0.550
C -3.442 -2.838 -2.439 0.001 -0.011 0.011 -0.354
C -3.738 -4.135 -2.035 -0.017 0.006 0.027 -0.110
C -5.001 -4.440 -1.546 -0.005 0.005 0.003 -0.075
C -5.969 -3.452 -1.462 0.009 -0.015 0.004 -0.076
C -5.678 -2.155 -1.870 0.015 0.016 -0.013 -0.072
C -4.420 -1.844 -2.358 -0.018 -0.005 -0.019 -0.095
C -2.041 -1.678 -4.696 0.041 0.026 0.018 -0.350
C -1.020 -0.878 -5.205 -0.012 0.012 -0.006 -0.086
C -1.142 -0.313 -6.462 -0.008 0.000 0.002 -0.072
C -2.283 -0.549 -7.220 0.017 0.001 0.000 -0.074
C -3.296 -1.351 -6.719 -0.015 -0.006 0.016 -0.069
C -3.178 -1.918 -5.457 -0.018 -0.032 -0.032 -0.073
C -1.163 -1.136 -2.052 0.038 0.148 -0.148 -0.396
C -0.015 -0.922 -1.298 -0.063 -0.049 0.229 -0.391
N -0.240 0.228 -0.614 0.037 0.057 -0.032 -0.138
N -1.415 0.721 -0.972 0.052 -0.017 -0.090 -0.025
N -1.970 -0.069 -1.851 -0.046 -0.097 0.223 0.033
P 1.571 -1.668 -0.928 -0.014 -0.067 0.062 0.704
Se 2.804 -0.045 -0.185 -0.093 0.012 0.006 0.563
C 2.378 -2.403 -2.341 -0.053 0.014 -0.048 -0.409
C 2.821 -3.719 -2.308 0.009 -0.021 -0.004 -0.115
C 3.448 -4.253 -3.422 0.021 -0.006 0.003 -0.067
C 3.623 -3.478 -4.560 -0.001 0.001 -0.002 -0.058
C 3.189 -2.158 -4.585 -0.003 -0.022 -0.030 -0.061
C 2.574 -1.615 -3.472 -0.027 -0.001 -0.002 -0.107
C 1.288 -2.920 0.338 0.015 -0.055 -0.013 -0.369
C 2.232 -3.118 1.344 -0.027 0.011 0.016 -0.104
C 2.003 -4.075 2.321 0.005 -0.010 0.004 -0.071
C 0.838 -4.831 2.295 0.021 -0.008 -0.014 -0.072
C -0.101 -4.635 1.290 0.018 0.008 0.008 -0.060
C 0.121 -3.681 0.308 -0.044 0.041 0.074 -0.108
H -2.976 -4.901 -2.117 -0.003 0.001 -0.008 0.050
H -5.227 -5.453 -1.238 -0.002 0.010 -0.003 0.106
H -6.956 -3.691 -1.086 0.015 0.002 -0.005 0.106
H -6.436 -1.385 -1.812 0.008 -0.009 0.000 0.106
H -4.192 -0.834 -2.671 -0.006 -0.015 0.007 0.096
H -0.128 -0.703 -4.614 -0.003 0.003 -0.006 0.092
H -0.348 0.310 -6.854 -0.009 -0.006 0.005 0.106
H -2.379 -0.107 -8.204 0.000 -0.008 0.013 0.107
H -4.183 -1.539 -7.310 0.005 0.005 0.002 0.108
H -3.972 -2.546 -5.073 0.009 0.003 0.004 0.110
H 2.654 -4.334 -1.432 0.000 0.012 -0.006 0.109
H 3.788 -5.280 -3.407 -0.004 0.018 -0.002 0.113
H 4.100 -3.904 -5.433 -0.006 0.007 0.013 0.111
H 3.329 -1.556 -5.473 0.004 -0.007 0.010 0.111
H 2.243 -0.582 -3.479 0.006 0.007 0.002 0.105
H 3.127 -2.510 1.370 0.010 -0.009 -0.004 0.079
H 2.736 -4.231 3.102 -0.010 0.001 -0.006 0.110
H 0.663 -5.579 3.058 0.004 0.010 -0.003 0.110
H -1.005 -5.230 1.263 0.006 0.006 -0.003 0.113
H -0.602 -3.544 -0.488 0.063 -0.025 0.111 0.037
C 3.568 3.747 2.714 0.015 0.027 0.001 -0.019
C 2.790 3.100 1.748 -0.037 0.008 -0.026 -0.095
N 2.062 2.034 2.020 -0.119 -0.017 -0.097 0.012
C 2.064 1.551 3.284 0.009 0.016 -0.006 -0.127
C 2.813 2.127 4.313 -0.015 -0.008 -0.022 -0.128
C 3.583 3.259 3.995 0.009 0.015 0.002 0.017
C 2.762 1.542 5.624 0.029 0.001 0.033 -0.007
C 1.999 0.456 5.872 0.000 -0.005 0.037 -0.003
C 1.210 -0.147 4.834 0.009 -0.002 -0.021 -0.129
C 0.381 -1.266 5.029 -0.004 -0.008 -0.005 0.016
C -0.344 -1.757 3.974 -0.020 -0.027 0.033 -0.019
C -0.236 -1.135 2.722 0.012 -0.005 -0.014 -0.080
N 0.541 -0.094 2.514 -0.169 -0.147 -0.081 0.087
C 1.249 0.398 3.548 0.001 0.001 0.010 -0.133
H 4.148 4.614 2.433 -0.011 -0.006 0.006 0.117
H 2.759 3.462 0.727 0.023 -0.024 0.007 0.128
H 4.181 3.734 4.764 -0.007 -0.006 -0.010 0.127
H 3.354 1.991 6.412 -0.014 -0.007 -0.013 0.122
H 1.967 0.021 6.863 0.001 0.013 -0.019 0.123
H 0.320 -1.725 6.008 -0.002 0.007 -0.009 0.126
H -0.995 -2.612 4.088 0.016 0.013 -0.004 0.116
H -0.793 -1.504 1.869 -0.017 0.026 0.019 0.120
C 1.427 7.992 3.561 0.004 -0.011 -0.012 -0.039
C 0.803 6.857 2.797 -0.006 -0.017 0.030 -0.261
C 0.293 5.739 3.459 0.003 0.052 -0.017 -0.027
C -0.281 4.693 2.757 -0.011 -0.047 0.027 -0.069
C -0.346 4.763 1.373 0.016 0.040 -0.049 -0.408
C 0.168 5.856 0.689 -0.001 0.016 -0.014 -0.075
C 0.731 6.901 1.407 -0.007 0.005 -0.017 -0.030
S -0.971 3.387 0.436 -0.005 -0.022 0.010 0.990
C -2.724 3.560 0.691 -0.040 0.011 -0.038 -0.208
O -0.629 2.180 1.306 -0.030 0.076 0.110 -0.570
H 1.372 7.826 4.636 0.000 -0.001 -0.005 0.078
H 0.925 8.933 3.337 -0.002 -0.006 0.000 0.089
H 2.477 8.113 3.289 -0.012 -0.001 0.003 0.086
H 0.345 5.692 4.540 0.001 -0.002 -0.009 0.118
H -0.655 3.815 3.271 0.009 0.018 -0.011 0.117
H 0.134 5.888 -0.394 0.003 0.003 0.027 0.114
H 1.127 7.760 0.877 -0.005 -0.023 0.012 0.123
H -2.926 3.552 1.761 0.016 -0.001 -0.006 0.068
H -3.182 2.706 0.194 0.019 0.010 0.008 0.053
H -3.054 4.494 0.235 0.015 -0.012 0.016 0.070